(1)
The following is a quantum chemistry calculation of 6 unconnected molecules or ions with the total composition C20H57N5O6 at a distorted geometry, from the Open Molecules 2025 dataset.

HOMO-LUMO gap = 8.60 eV
molecular weight = 463.705 g mol⁻¹
net charge = 0
energy = -1520.708463 hartree

Each line ends with the Löwdin charge.
CARTESIAN COORDINATES (ANGSTROEM)
O -0.1465 -1.0375 0.2941  -0.39
O 3.6395 1.5625 -0.6939  -0.19
O -2.5955 2.0455 2.9701  -0.19
O -4.8205 -1.4195 -0.7349  -0.17
O -0.1365 4.0895 -1.0249  -0.18
O 1.0235 -3.1925 -4.2629  -0.23
N -1.7755 -3.3165 0.1221  -0.05
N 3.1635 4.7775 0.5341  0.03
N -0.9665 -1.2925 2.9391  0.03
N 1.3465 -3.2495 -0.6959  0.08
N 2.0555 -0.5475 1.5741  0.18
C -4.0075 -4.1645 -0.5989  -0.05
C 3.1055 -3.0535 -2.3649  -0.03
C -3.6345 -1.6375 0.0191  -0.19
C 4.2065 0.8135 1.7341  0.00
C 1.2715 4.3705 -1.0019  -0.16
C -2.0295 -0.1315 4.9691  0.01
C 1.0095 5.7335 1.1611  -0.02
C 1.7465 4.5405 0.4951  -0.42
C 2.8825 0.4735 -0.4219  -0.24
C -2.5605 3.1925 2.0521  -0.05
C 4.0055 1.6355 -2.1959  0.06
C -1.5885 1.1535 2.7161  -0.22
C 0.2315 -3.7845 -5.2839  -0.13
C -1.9875 -0.2355 3.4311  -0.30
C -0.4755 2.6965 -1.2159  -0.11
C 0.8245 -3.7525 -2.9949  -0.26
C 2.8785 0.5435 1.0631  -0.37
C -5.8405 -0.5805 -0.2559  -0.12
C -3.0175 -2.9125 -0.5469  -0.42
C 1.5525 -2.8485 -2.0789  -0.35
H -4.2885 -4.4375 0.3291  0.01
H 0.3865 -3.0695 -6.3799  0.17
H 0.5685 -3.7945 -0.4219  0.05
H 3.4475 -3.9285 -2.6289  0.03
H 4.2975 1.8845 1.6311  0.07
H -1.7355 3.8155 2.5431  0.10
H -3.6025 -1.8145 0.9981  0.07
H -6.6195 -0.7415 0.4761  0.07
H -0.3075 -3.7135 -2.8579  0.13
H -2.2955 -0.9925 5.3481  0.04
H 3.2595 5.3675 -0.1799  -0.01
H 3.6985 3.7485 0.2511  0.16
H -6.5465 -0.5575 -1.1729  0.12
H -3.6065 -4.9215 -1.2399  0.05
H 1.8355 -0.2765 2.5491  0.16
H -2.5995 -2.7405 -1.5709  0.13
H 0.9525 -4.5975 -5.6119  0.07
H 1.1215 -0.8535 1.3871  0.04
H -1.3205 -2.1745 3.2311  0.03
H -1.4765 0.9955 1.6581  0.08
H -0.4495 -0.2065 -0.0849  -0.04
H 0.8575 -2.5135 -0.5139  -0.08
H 3.5265 -2.2755 -2.8879  0.05
H 3.2955 2.0515 -2.6379  -0.01
H 3.2105 -0.4005 -1.0089  0.14
H 1.1175 6.5805 0.6591  0.04
H 1.9255 3.8515 -1.5469  0.05
H -0.4055 1.9865 -0.4209  0.03
H 5.1215 0.4385 1.3531  0.07
H -5.5745 0.4075 -0.1089  0.05
H -5.1495 -4.1615 -0.8519  0.10
H -0.7875 -1.1855 1.8791  0.02
H 3.7305 -2.9725 -1.6109  0.01
H -3.4095 3.8095 2.0911  0.06
H 0.8065 -4.8815 -2.9549  0.15
H -2.7385 -0.4745 2.9741  0.02
H -2.7105 0.6965 5.0981  0.09
H -1.1785 -2.2765 0.2391  0.08
H -2.9315 -0.6905 -0.1169  0.15
H 4.1035 0.7915 -2.6049  0.01
H -1.2135 0.2245 5.1811  -0.02
H 1.5385 3.6105 1.1511  0.15
H 0.0115 2.2785 -2.1989  0.13
H 4.0435 0.3775 2.8911  0.15
H 1.4065 -1.8385 -2.4899  0.15
H -0.0165 5.3585 1.3331  0.10
H -0.6005 1.5675 3.2701  0.16
H 2.4605 -1.5515 1.3881  0.22
H -1.7145 -3.5115 1.1931  0.09
H -1.5495 2.6065 -1.4479  0.08
H 4.8465 2.4395 -2.3669  0.15
H 1.8865 0.7155 -0.5799  0.09
H -0.6455 -4.4405 -5.0339  0.09
H -2.2705 3.0505 0.9511  0.09
H 1.3015 5.5035 -1.3599  0.16
H 1.3775 5.9675 1.9501  -0.03
H 2.2455 1.3985 1.1811  0.13


(2)
The following is a quantum chemistry calculation of 6 unconnected molecules or ions with the total composition C20H57N5O6 at a distorted geometry, from the Open Molecules 2025 dataset.

HOMO-LUMO gap = 9.86 eV
molecular weight = 463.705 g mol⁻¹
net charge = 0
energy = -1521.284513 hartree

Each line ends with the Löwdin charge.
CARTESIAN COORDINATES (ANGSTROEM)
O -0.2241 -0.6730 -0.0552  -0.09
O -1.5931 -3.0472 3.4417  -0.18
O -0.8988 4.0550 1.0073  -0.22
O 3.6462 0.4877 -3.3541  -0.17
O 0.2039 -3.2087 -2.2615  -0.21
O 1.9122 -0.4682 4.4394  -0.19
N 1.2402 1.2603 1.3580  0.03
N 2.2237 3.7607 -4.3189  0.04
N -1.5012 -1.2100 -4.8825  0.04
N -0.0877 4.6189 -2.5325  0.03
N -4.1011 -4.7494 5.5232  0.02
C -0.4494 2.4171 -1.4539  -0.06
C -2.9053 -2.6637 6.1131  -0.05
C 3.6462 2.4165 -5.7606  -0.06
C -0.7769 3.9105 -1.4291  -0.41
C -0.0667 -4.4888 -1.7240  -0.10
C -2.2116 -1.4977 -2.5888  -0.06
C 2.7119 -1.5763 4.7907  -0.12
C -0.9938 -1.5653 -3.5181  -0.43
C 3.4564 1.8933 -3.2198  -0.18
C 1.5686 -0.4455 3.0698  -0.19
C -2.1699 -2.5477 2.2594  -0.11
C 1.0846 0.9796 2.8010  -0.38
C -0.2850 4.6077 -0.1384  -0.22
C -0.3950 1.2498 3.0759  -0.03
C -2.3184 -4.0807 4.0605  -0.23
C -0.8098 4.8424 2.1856  -0.09
C 2.4984 -0.2968 -3.1271  -0.11
C -0.3247 -2.9337 -3.5535  -0.20
C 2.7874 2.4034 -4.4915  -0.42
C -3.4339 -3.5681 4.9699  -0.43
H 2.7438 4.4350 -4.8663  0.07
H -2.0268 -3.2182 1.4081  0.09
H 2.9190 2.1968 -2.3199  0.11
H -1.2489 4.2681 2.9954  0.08
H -3.6794 -2.5393 6.8705  0.07
H 0.8642 -1.2501 2.8391  0.13
H -0.6534 -1.3752 -5.4258  0.06
H 0.4821 -1.0937 -0.5581  0.01
H 0.6138 2.3091 -1.2303  0.06
H -4.1540 -3.0826 4.3059  0.13
H 2.6938 -1.3002 -3.4940  0.09
H -2.1267 -1.9409 -1.5972  0.07
H -0.4042 4.2130 -3.4138  0.05
H -2.0316 -3.1140 6.5878  0.08
H -0.7129 2.0569 -2.4497  0.07
H -4.8102 -4.3975 6.1561  0.06
H -1.6755 -0.2107 -4.8699  0.06
H -2.5689 -4.9520 3.4515  0.13
H -1.4259 5.7342 2.0209  0.09
H -1.9743 -1.4995 2.0522  0.07
H 2.1976 -0.3031 -2.0703  0.08
H -1.0384 0.5478 2.5388  0.07
H -0.6269 1.1544 4.1374  0.09
H 2.3214 -2.5460 4.4677  0.09
H 2.8031 -1.7248 5.8681  0.08
H -1.8623 4.0099 -1.4857  0.14
H 4.4653 2.3117 -3.2026  0.13
H -3.1206 -1.8124 -3.0980  0.08
H -2.6092 -1.6766 5.7550  0.07
H -2.2700 -0.4273 -2.3671  0.07
H 0.0045 -4.3732 -0.6425  0.08
H 4.4767 3.1174 -5.6536  0.08
H -1.1038 -3.6591 -3.8105  0.12
H -3.2697 -2.5171 2.3360  0.08
H -1.6060 -4.4765 4.7994  0.12
H 0.2399 5.1340 2.2810  0.09
H 0.8093 4.5344 -0.0967  0.12
H -0.4864 5.6776 -0.2432  0.12
H -1.0561 1.8903 -0.7168  0.08
H 1.6541 1.6510 3.4481  0.14
H 2.4572 -0.6224 2.4471  0.12
H 0.8104 4.1276 -2.5422  0.03
H -3.4676 -5.3129 6.0798  0.07
H 3.7207 -1.3844 4.4151  0.09
H 1.3058 3.7779 -4.7467  0.07
H 0.7089 -5.1959 -2.0324  0.08
H -1.0573 -4.8531 -2.0017  0.09
H 1.5208 0.0039 -3.5327  0.06
H 1.9609 1.7229 -4.7151  0.12
H 0.9619 2.2191 1.1526  0.06
H -0.2766 -0.8344 -3.1286  0.10
H 0.4705 -3.0310 -4.2985  0.12
H 3.9254 1.3871 -5.9995  0.08
H 0.2018 0.1095 0.3706  -0.02
H -0.7490 2.2042 2.6896  0.04
H 2.2250 1.2975 1.0959  0.09
H 3.1017 2.7502 -6.6460  0.08


(3)
The following is a quantum chemistry calculation of a molecular structure, C20H57N5O7Ti2 at a distorted geometry, from the Open Molecules 2025 dataset.

HOMO-LUMO gap (spin up / spin down) = 4.14 / 3.43 eV
spin multiplicity = 8
<S²> = 15.76
molecular weight = 575.438 g mol⁻¹
net charge = +1
energy = -3294.974462 hartree

Each line ends with the Mulliken spin population.
CARTESIAN COORDINATES (ANGSTROEM)
Ti 2.2645 12.2146 10.9102  2.65
Ti -0.3112 11.9361 12.1253  3.21
O 0.6902 16.7676 10.4040  0.00
O 0.5407 10.8867 10.2793  0.02
O 5.8834 15.2942 14.9375  0.00
O 4.1953 8.2578 12.1337  0.02
O 2.4097 12.3763 5.7244  0.07
O 4.9818 16.0264 7.8616  0.00
O 1.7871 12.1708 13.1749  -0.09
N 4.8227 11.5714 10.6228  0.07
N 2.3386 14.6700 10.0499  0.06
N -0.3905 14.0073 10.6093  0.08
N 3.8198 13.7672 12.2746  0.05
N 2.6396 11.4654 8.4883  0.71
C -0.3565 16.3683 11.2959  0.01
C 3.7556 9.5837 11.6943  0.16
C 5.0541 10.2698 11.2634  -0.11
C 3.5058 9.2940 7.7985  0.03
C 1.7924 15.6632 7.9546  -0.01
C 6.4842 15.0708 16.2148  0.00
C 3.6048 16.0361 13.0479  0.01
C 4.5278 14.8216 13.0356  0.00
C 6.0914 10.5051 12.4037  0.00
C 3.3293 10.7846 7.3785  0.09
C -1.2208 15.1930 10.6644  -0.01
C 3.6528 12.9808 5.3875  0.00
C 5.0385 14.2495 14.4019  0.00
C -2.4149 14.7972 11.4796  0.02
C 3.2764 7.4914 12.9167  0.00
C 4.1484 16.0047 8.9927  0.00
C 2.9438 15.0574 8.7838  0.10
C 2.4893 11.0033 6.1105  0.11
C 1.2597 18.0773 10.6684  0.00
C 6.2273 16.6143 8.0446  0.00
H 5.3797 15.2356 12.4961  0.00
H 3.2806 10.1557 12.4913  0.00
H 6.6893 16.9432 7.1137  0.00
H 2.9967 10.5249 5.2728  0.01
H 1.7850 15.4842 10.2751  0.08
H -1.5566 15.3958 9.6474  0.00
H 2.2502 7.3721 12.5692  0.00
H 4.0312 8.8058 6.9778  0.00
H 3.9960 16.7516 13.7712  0.00
H 2.3312 12.3169 8.0411  -0.01
H 5.6632 11.9423 10.2031  0.02
H 3.4829 13.9227 4.8661  0.00
H 4.4117 12.9528 12.1946  0.00
H 1.8819 10.9476 8.9101  -0.05
H 1.9200 15.6838 6.8723  0.00
H 4.3597 11.1340 7.3132  0.01
H 0.9019 15.0824 8.1948  0.00
H 2.0982 18.3053 10.0102  0.00
H -3.1008 15.6414 11.5502  0.00
H 6.9693 14.0948 16.1982  0.00
H 2.4201 12.0299 13.9056  0.04
H -1.0731 17.1285 11.6067  0.00
H 4.1853 13.0849 6.3328  0.01
H 5.8448 15.2579 17.0775  0.00
H 3.7130 6.5011 13.0463  0.00
H 7.2647 15.8298 16.2690  0.00
H 7.0921 10.6814 12.0092  0.00
H 3.6098 16.6133 12.1233  0.00
H -2.0913 14.4051 12.4437  0.02
H 3.0256 13.3813 12.7650  -0.05
H 4.1745 14.0113 15.0222  0.00
H 1.6019 16.7099 8.1917  0.00
H 4.7005 15.6054 9.8435  0.00
H 0.1270 15.9700 12.1880  0.00
H 4.0522 9.3465 8.7403  -0.01
H 6.8584 15.9834 8.6705  0.00
H 5.7018 13.3936 14.2778  0.00
H 4.2407 12.3897 4.6853  0.00
H 2.4681 8.9807 7.9128  0.00
H 0.3972 14.2663 10.0326  -0.10
H 0.4660 18.8189 10.5785  0.00
H 1.4954 10.5659 6.0164  -0.01
H 3.2401 7.8804 13.9343  0.00
H -3.0123 13.9906 11.0545  0.01
H -0.9175 13.3672 10.0325  0.01
H 6.0285 9.6796 13.1127  0.00
H 3.0350 14.6619 10.7814  -0.16
H 6.1704 17.5483 8.6036  0.00
H 5.3764 9.6590 10.4201  0.01
H 3.0363 9.5230 10.8776  -0.06
H 2.5751 15.9304 13.3896  0.00
H 4.3568 11.4624 9.7334  -0.05
H 0.7491 9.9745 10.5603  0.01
H 1.6355 18.1516 11.6888  0.00
H 3.7591 17.0027 9.1939  0.00
H 5.9020 11.3758 13.0315  0.00
H 3.2157 14.1077 8.3230  -0.01